#a
This record from the Open Molecules 2025 dataset describes a cluster of 2 separate species, C5H15NOS in total. The level of theory is ωB97M-V with the def2-TZVPD basis set.

The geometry in ORCA input format:
```
! RIJCOSX wB97M-V def2-TZVPD def2/J DEFGRID3
* xyz 0 1
C 2.17060 1.46398 0.11641
O 3.33629 2.09376 0.63174
C 0.97560 2.40001 0.08248
N -0.20180 1.68456 -0.42135
H 1.94172 0.56357 0.69561
H 2.43471 1.13804 -0.89135
H 3.07265 2.61935 1.39332
H 0.79649 2.74513 1.10614
H 1.25553 3.26740 -0.52627
H -1.22721 0.81785 1.09232
H 0.05879 1.20606 -1.28041
H -0.89560 2.36086 -0.73309
C -1.64703 -3.01425 -0.91260
C -1.16494 -1.60838 -0.56420
C -0.82431 -1.45732 0.92606
S -1.81248 -0.18670 1.79560
H -0.91368 -3.77546 -0.62934
H -1.79793 -3.15864 -1.98335
H -2.56880 -3.23727 -0.38483
H -0.25904 -1.41606 -1.14899
H -1.92084 -0.88894 -0.87409
H 0.22897 -1.22909 1.06215
H -1.03768 -2.38846 1.44806
*
```

Output
Frontier orbital gap   9.29 eV
Lowest unoccupied orbital energy   0.0277 hartree
HOMO level   -8.539 eV
Structure (SMILES)   CCCS.NCCO


#b
This record from the Open Molecules 2025 dataset describes a cluster of 2 separate species, C5H15NOS in total. The level of theory is ωB97M-V with the def2-TZVPD basis set.

The geometry in ORCA input format:
```
! RIJCOSX wB97M-V def2-TZVPD def2/J DEFGRID3
* xyz 0 1
C 0.04368 -2.00851 1.45791
C -0.01102 -0.68026 0.70355
C -0.19062 0.47944 1.67642
C -0.05691 1.86975 0.99260
S 1.16555 2.28259 -0.33382
C 0.32855 1.82504 -1.91162
N -1.11672 -0.66108 -0.29131
H -0.95358 -2.25050 1.85069
H 0.16847 -2.82209 0.73386
H 0.72777 -1.91769 2.29552
H 0.90804 -0.43041 0.14571
H 0.50186 0.37600 2.52892
H -1.15936 0.56665 2.17394
H -0.98397 1.87527 0.44731
H 0.10230 2.60987 1.77699
H 0.92266 1.87223 -2.83688
H -0.07949 0.82458 -1.85698
H -0.45370 2.56698 -2.05238
H -2.00746 -0.41846 0.12202
H -1.16885 -1.58287 -0.70960
H 0.86153 -2.12059 -2.67659
H 1.38502 -1.06323 -1.66282
O 1.06625 -1.19273 -2.57345
*
```

Output
Frontier orbital gap   8.92 eV
Lowest unoccupied orbital energy   0.0258 hartree
HOMO level   -8.220 eV
Structure (SMILES)   CSCC[C@@H](C)N.O


Most stable structure: #a


#a
This record from the Open Molecules 2025 dataset describes the ion C5H15N2 with charge +2. The level of theory is ωB97M-V with the def2-TZVPD basis set.

The geometry in ORCA input format:
```
! RIJCOSX wB97M-V def2-TZVPD def2/J DEFGRID3
* xyz 2 2
C 2.13392 -0.61696 0.21145
C 1.48275 0.16821 -0.90638
C 0.30534 1.17238 -0.52699
C -1.08965 0.78335 -1.16024
C -2.00596 -0.05416 -0.26258
N -1.97936 0.23180 1.14396
N 1.14318 -1.37107 1.14260
H 2.81358 -0.09041 0.86991
H 2.71741 -1.43266 -0.25404
H 1.20014 -0.59102 -1.64800
H 2.28875 0.75584 -1.34178
H 0.24007 1.11096 0.55373
H 0.67948 2.16611 -0.84637
H -0.83099 0.34796 -2.12716
H -1.63923 1.71782 -1.40701
H -3.08039 0.07405 -0.59890
H -1.91560 -1.12645 -0.44944
H -2.90050 -0.04562 1.50023
H -1.70427 1.19555 1.37309
H 0.54371 -1.91654 0.52033
H 0.60464 -0.60504 1.54306
H 1.43499 -1.99474 1.89889
*
```

Output
Frontier orbital gap (spin up / spin down)   12.49 / 7.02 eV
Lowest unoccupied orbital energy (spin up / spin down)   -0.2661 / -0.4683 hartree
⟨S²⟩   0.755
HOMO level (spin up / spin down)   -19.734 / -19.760 eV


#b
This record from the Open Molecules 2025 dataset describes the ion C5H15N2 with charge +2. The level of theory is ωB97M-V with the def2-TZVPD basis set.

The geometry in ORCA input format:
```
! RIJCOSX wB97M-V def2-TZVPD def2/J DEFGRID3
* xyz 2 2
N 1.36088 -0.95574 -0.63920
C 0.05967 -0.53240 -0.04809
C -0.14119 0.99548 -0.29314
C 0.74259 1.85938 0.54115
C 0.02390 2.38823 1.87318
C -1.06600 -1.30117 -0.74085
N -0.75990 -2.76837 -1.11117
H 1.89402 -1.41942 0.10301
H 0.25318 -2.85981 -1.18156
H 1.98611 -0.21444 -1.00548
H 0.13388 -0.96071 0.97466
H -1.20016 1.15005 -0.09746
H 0.13156 1.20895 -1.34328
H 0.86841 2.77030 -0.03699
H 1.76685 1.57569 0.79940
H -0.57663 1.59529 2.35484
H -0.68124 3.16638 1.58606
H 0.70244 2.73579 2.63579
H -2.02638 -1.29347 -0.20435
H -1.26266 -0.84773 -1.73672
H -1.16430 -2.86882 -2.04868
H -1.04503 -3.42347 -0.38115
*
```

Output
Frontier orbital gap (spin up / spin down)   11.02 / 5.05 eV
Lowest unoccupied orbital energy (spin up / spin down)   -0.2842 / -0.5020 hartree
⟨S²⟩   0.755
HOMO level (spin up / spin down)   -18.756 / -18.711 eV


Most stable structure: #a


#a
This record from the Open Molecules 2025 dataset describes a cluster of 2 separate species, C4H14N3O in total. The level of theory is ωB97M-V with the def2-TZVPD basis set.

The geometry in ORCA input format:
```
! RIJCOSX wB97M-V def2-TZVPD def2/J DEFGRID3
* xyz 1 1
C -0.25693 -1.00445 1.95001
C 0.66070 -1.76455 1.07972
C 1.60616 -0.67004 0.44510
N 0.77308 0.43879 -0.24055
C 0.27478 0.40369 -1.49670
N 0.71368 -0.47049 -2.52050
N -0.68533 1.27219 -1.97249
H 0.23381 -0.21282 2.48732
H -0.74441 -1.68384 2.77573
H -1.08576 -0.42873 1.25383
H 1.26937 -2.33170 1.72038
H 0.06123 -2.32886 0.33001
H 2.18389 -0.07821 1.31944
H 2.38596 -1.06551 -0.16164
H 0.29690 0.98937 0.46944
H 1.45735 -1.14807 -2.29190
H 0.38285 -0.33689 -3.48185
H -1.28782 1.23337 -2.80252
H -0.99911 1.77653 -1.22187
H -3.07492 2.20636 0.56499
H -2.03877 2.93393 1.25656
O -2.12672 2.26990 0.53750
*
```

Output
Frontier orbital gap   11.72 eV
Lowest unoccupied orbital energy   -0.0990 hartree
HOMO level   -14.418 eV


#b
This record from the Open Molecules 2025 dataset describes a cluster of 2 separate species, C4H14N3O in total. The level of theory is ωB97M-V with the def2-TZVPD basis set.

The geometry in ORCA input format:
```
! RIJCOSX wB97M-V def2-TZVPD def2/J DEFGRID3
* xyz 1 1
N 1.61639 0.34669 0.55612
C 1.84151 -0.02962 -0.87427
C 1.15459 0.91890 -1.84192
N 1.37413 0.36504 -3.17475
H 1.73774 1.34882 0.71379
H 0.64925 0.12748 0.90000
H 2.26836 -0.13361 1.16741
H 2.91302 -0.06807 -1.06860
H 1.46282 -1.03826 -1.01244
H 0.09534 1.00868 -1.58792
H 1.61432 1.90500 -1.80035
H 0.57351 -0.17149 -3.47752
H 1.48055 1.11119 -3.84244
C -2.28795 -0.51198 0.63420
C -1.57651 -0.39623 1.95093
N -2.17993 -0.97689 2.98675
O -0.53228 0.24513 2.10682
H -3.04854 -1.29112 0.66686
H -1.61451 -0.70642 -0.19414
H -2.79270 0.43138 0.43237
H -1.74264 -0.95580 3.89613
H -3.00648 -1.52882 2.86298
*
```

Output
Frontier orbital gap   10.44 eV
Lowest unoccupied orbital energy   -0.1048 hartree
HOMO level   -13.295 eV


Most stable structure: #b


#a
This record from the Open Molecules 2025 dataset describes a cluster of 2 separate species, C2H2F3NO2 in total. The level of theory is ωB97M-V with the def2-TZVPD basis set.

The geometry in ORCA input format:
```
! RIJCOSX wB97M-V def2-TZVPD def2/J DEFGRID3
* xyz 0 1
C 0.18976 -0.90174 0.13928
C 0.06092 3.33321 -0.95741
N 0.96235 -1.36799 0.93209
O -0.47526 -0.14677 -0.44717
O -0.98677 3.06428 -1.72573
F 0.93806 2.33206 -1.00615
F -0.30720 3.39783 0.36279
F 0.64783 4.49341 -1.20147
H -1.33840 2.21064 -1.50296
H 1.22167 -2.30536 1.01396
*
```

Output
Frontier orbital gap   11.88 eV
Lowest unoccupied orbital energy   0.0159 hartree
HOMO level   -11.445 eV
Structure (SMILES)   OC(F)(F)F.N=C=O


#b
This record from the Open Molecules 2025 dataset describes a cluster of 2 separate species, C2H2F3NO2 in total. The level of theory is ωB97M-V with the def2-TZVPD basis set.

The geometry in ORCA input format:
```
! RIJCOSX wB97M-V def2-TZVPD def2/J DEFGRID3
* xyz 0 1
C 0.47688 0.64026 -0.45452
C 1.29904 -0.46107 0.24846
N -2.01435 -0.10225 0.03552
O -2.69213 0.33478 -0.78406
O -2.07375 -0.60727 1.10336
F 0.73835 1.84643 0.08127
F 2.59381 -0.35252 0.15303
F 0.78248 -1.60738 -0.25134
H 0.03065 0.63090 -1.45763
H 0.85903 -0.32189 1.32591
*
```

Output
Frontier orbital gap (spin up / spin down)   8.19 / 9.74 eV
Lowest unoccupied orbital energy (spin up / spin down)   -0.0368 / -0.0063 hartree
HOMO level (spin up / spin down)   -9.194 / -9.906 eV


Most stable structure: #a


#a
This record from the Open Molecules 2025 dataset describes a cluster of 2 separate species, C2H8N4O2 in total. The level of theory is ωB97M-V with the def2-TZVPD basis set.

The geometry in ORCA input format:
```
! RIJCOSX wB97M-V def2-TZVPD def2/J DEFGRID3
* xyz 0 1
C 1.08571 -0.03905 -0.01059
N -0.21050 -1.51537 1.07865
N 2.01079 0.25214 -1.01768
N 1.01215 0.93791 0.98650
N 0.81184 -1.32753 0.23617
H -0.49394 -2.49140 0.98203
H -1.12211 -0.84404 0.54801
H 0.86932 1.87257 0.63123
H 2.22686 -0.56118 -1.57784
H 2.84814 0.70086 -0.67053
H 0.33453 0.71468 1.70264
C -1.67048 0.06500 -0.61268
O -2.01086 1.19895 0.05914
O -2.36548 -0.44029 -1.45819
H -2.94262 1.39712 -0.13832
H -0.38333 0.07963 -0.73853
*
```

Output
Frontier orbital gap   8.76 eV
Lowest unoccupied orbital energy   0.0210 hartree
HOMO level   -8.190 eV
Structure (SMILES)   NN=C(N)N.O=CO


#b
This record from the Open Molecules 2025 dataset describes the molecule C2H8N4O2. The level of theory is ωB97M-V with the def2-TZVPD basis set.

The geometry in ORCA input format:
```
! RIJCOSX wB97M-V def2-TZVPD def2/J DEFGRID3
* xyz 0 1
C -2.36283 -0.70122 0.32622
C 0.84196 0.30126 0.18223
H -3.23292 0.09495 0.40132
H -1.81130 -0.92858 1.49856
H -2.69240 -1.77865 0.02104
H 0.38211 -0.91741 -1.32907
H 0.80712 2.09105 1.12919
H -0.95864 2.19277 -1.02361
H 2.00589 -1.81026 -0.02579
H 3.51978 -1.08607 0.14224
N -0.03210 -0.64597 -0.47575
N 0.20913 1.52336 0.57932
N 2.12684 0.35124 0.11586
N 2.57402 -0.89902 -0.28308
O -1.37010 -0.20244 -0.64572
O -0.00655 2.41498 -0.61295
*
```

Output
Frontier orbital gap   9.33 eV
Lowest unoccupied orbital energy   0.0311 hartree
HOMO level   -8.482 eV
Structure (SMILES)   CON/C(=N\N)NO


#c
This record from the Open Molecules 2025 dataset describes a structure of composition C2H8N4O2. The level of theory is ωB97M-V with the def2-TZVPD basis set.

The geometry in ORCA input format:
```
! RIJCOSX wB97M-V def2-TZVPD def2/J DEFGRID3
* xyz 0 1
C -1.90032 -0.38094 -1.66724
C 0.58208 0.36534 0.35595
H -2.34489 -1.34833 -2.73715
H -2.30416 0.74608 -1.79157
H -2.18353 -1.20051 -0.57447
H 0.03202 -1.58265 -0.10769
H 0.87697 1.76309 -1.30314
H 2.00042 2.00462 0.96660
H 0.06305 -1.01864 2.64749
H 1.82565 -1.51673 2.38865
N -0.32265 -0.51880 -0.06918
N 0.63175 1.53464 -0.28059
N 1.18290 0.08341 1.40889
N 0.87281 -1.20863 1.94476
O -0.58648 -0.28358 -1.46392
O 1.57438 2.56163 0.28261
*
```

Output
Frontier orbital gap   9.46 eV
Lowest unoccupied orbital energy   0.0275 hartree
HOMO level   -8.708 eV


Most stable structure: #a